1.
C30H41N7O5P | ωB97M-V/def2-TZVPD

Its charge is -1. For the total energy, the calculation gives -2268.45269 hartree. The HOMO energy is -4.27 eV. The value obtained for the HOMO-LUMO gap is 6.28 eV. For the energy relative to the best compared isomer or geometry (same formula, charge and spin), the calculation gives 0.0000 eV. As for the spin multiplicity: 1.

CARTESIAN COORDINATES (ANGSTROEM)
C (-0.44899, 3.10042, 0.47714)
C (-0.06036, 2.50695, -0.68411)
C (0.60236, 1.10248, -0.86036)
C (-0.36367, -0.15244, -0.57841)
P (-2.10684, 0.48253, -1.07547)
N (-2.04805, 0.95106, -2.61836)
C (-0.24687, -0.76510, 0.90182)
C (0.34670, 0.12840, 2.06845)
C (1.49608, -0.55354, 2.93659)
C (2.92308, -0.38747, 2.30955)
C (3.48751, 0.96875, 2.30449)
C (4.78827, 1.32238, 1.77138)
C (5.57634, 0.23635, 1.15897)
C (5.03321, -1.11560, 1.14702)
C (3.71111, -1.45763, 1.71421)
C (-1.69136, -1.12785, 1.47043)
C (-1.61072, -2.11242, 2.69983)
O (-1.45723, -1.75069, 3.84415)
O (-1.77005, -3.47326, 2.49711)
C (0.65551, -2.02687, 0.61654)
O (0.86273, -3.03179, 1.23825)
N (1.25830, -1.86491, -0.72011)
C (0.05742, -1.39874, -1.50223)
C (0.24350, -1.16187, -3.05506)
C (1.55128, -1.87147, -3.63224)
C (-0.85585, -2.69898, -1.47733)
O (-2.11060, -2.70698, -1.41052)
O (-0.24561, -3.84181, -1.61006)
H (-0.48106, 4.20652, 0.67469)
H (-0.79484, 2.44832, 1.32748)
H (-0.24696, 3.09304, -1.62455)
H (1.04220, 1.08461, -1.88470)
H (1.48146, 1.05531, -0.15216)
H (-2.57375, 1.51281, -0.20814)
H (-3.08860, -0.54313, -1.01883)
H (-2.32817, 1.94437, -2.67471)
H (0.74999, 1.12527, 1.77285)
H (-0.47460, 0.34061, 2.81078)
H (1.52912, 0.05583, 3.88920)
H (1.26101, -1.59542, 3.25345)
H (2.87693, 1.78950, 2.75825)
H (5.17430, 2.37004, 1.81836)
H (6.58723, 0.48909, 0.75262)
H (5.68536, -1.90696, 0.69965)
H (3.33581, -2.50773, 1.69739)
H (-2.33357, -1.65147, 0.71541)
H (-2.25237, -0.20464, 1.76466)
H (-1.96150, -3.60977, 1.54652)
H (2.03273, -1.18747, -0.68476)
H (0.16308, -0.09685, -3.37576)
H (-0.61116, -1.70021, -3.55229)
H (1.75746, -1.34041, -4.61200)
H (1.29676, -2.92510, -3.91043)
H (2.42361, -1.80166, -2.94627)
C (-2.70438, 7.12870, 0.26886)
C (-1.39323, 6.58899, -0.15807)
N (-0.37894, 6.17025, -0.49142)
H (-2.60233, 7.63193, 1.22998)
H (-3.06926, 7.84151, -0.46998)
H (-3.42410, 6.31615, 0.36614)
C (-0.91364, -5.42735, 4.55001)
C (-0.35214, -6.70059, 5.06476)
N (0.08186, -7.68662, 5.46324)
H (-0.34484, -5.09309, 3.68391)
H (-1.95245, -5.57122, 4.25813)
H (-0.86464, -4.66166, 5.32362)
C (4.90264, -2.40919, -4.65718)
C (4.90044, -1.99046, -3.23739)
N (4.89205, -1.66477, -2.13773)
H (4.40644, -3.37401, -4.75805)
H (4.37358, -1.67204, -5.26010)
H (5.92814, -2.49528, -5.01626)
C (-5.85423, 0.68722, 3.42476)
C (-4.92854, 0.64399, 2.26974)
N (-4.20909, 0.61066, 1.37603)
H (-6.85061, 0.37655, 3.11182)
H (-5.50029, 0.01598, 4.20689)
H (-5.90452, 1.70106, 3.82068)
C (-2.82838, 4.24744, -5.64227)
C (-2.38321, 4.15174, -4.23351)
N (-2.03555, 4.07667, -3.14304)
H (-3.90621, 4.09920, -5.70027)
H (-2.58111, 5.23038, -6.04259)
H (-2.33114, 3.48347, -6.23910)



2.
C30H42AsClFeO8SSi | ωB97M-V/def2-TZVPD

For the total energy, the calculation gives -6417.62634 hartree. The HOMO energy (alpha / beta) is -8.23 / -8.38 eV. The value obtained for the HOMO-LUMO gap (alpha / beta) is 8.49 / 8.60 eV. For the energy relative to the best compared isomer or geometry (same formula, charge and spin), the calculation gives 0.0475 eV. As for the spin multiplicity: 5.

CARTESIAN COORDINATES (ANGSTROEM)
Fe (-1.07550, 0.16191, -0.88276)
C (-1.10254, 0.74822, 3.66426)
C (-0.38022, 0.89155, 2.33169)
C (1.06431, 0.41797, 2.42563)
C (-0.43409, 2.33116, 1.84750)
O (-1.06330, 0.09352, 1.32177)
Si (-1.66953, -1.47203, 1.44810)
S (-1.87388, -1.99981, -0.55101)
O (-3.04054, -1.48908, 2.33633)
C (-4.37979, -1.03458, 2.08498)
C (-5.13270, -2.14255, 1.35937)
C (-4.37814, 0.24559, 1.25892)
C (-4.98585, -0.78056, 3.45869)
O (-0.58946, -2.28166, 2.36044)
C (-0.65139, -3.59695, 2.93154)
C (-1.54078, -4.51495, 2.10114)
C (-1.19600, -3.45614, 4.34790)
C (0.77970, -4.11545, 2.94543)
H (-0.60698, 1.36534, 4.41550)
H (-1.09437, -0.28633, 4.00823)
H (-2.13849, 1.07734, 3.57396)
H (1.60981, 1.04486, 3.13434)
H (1.54093, 0.49868, 1.44706)
H (1.10985, -0.61713, 2.76053)
H (0.02800, 2.98710, 2.58759)
H (-1.46598, 2.64860, 1.69404)
H (0.10271, 2.44106, 0.90514)
H (-4.66011, -2.35074, 0.39901)
H (-6.16970, -1.85018, 1.18475)
H (-5.12616, -3.05426, 1.95981)
H (-3.98046, 0.06705, 0.25930)
H (-3.78304, 1.02164, 1.74406)
H (-5.39853, 0.61621, 1.14699)
H (-4.94847, -1.69092, 4.05878)
H (-6.02609, -0.46399, 3.36757)
H (-4.42832, -0.00041, 3.97969)
H (-2.56723, -4.14436, 2.07985)
H (-1.54822, -5.51575, 2.53640)
H (-1.17253, -4.58470, 1.07691)
H (-2.19900, -3.02859, 4.31749)
H (-0.55219, -2.79778, 4.93404)
H (-1.24116, -4.42769, 4.84374)
H (1.15981, -4.18905, 1.92552)
H (0.82851, -5.10152, 3.41032)
H (1.41923, -3.43352, 3.50832)
O (-2.98284, 1.18949, -1.90473)
Cl (-2.02139, 2.20170, -2.32680)
O (-2.64840, 3.31395, -2.93318)
O (-1.08133, 1.55616, -3.22928)
O (-1.29007, 2.57910, -1.12717)
O (0.85782, 0.28438, -1.05453)
As (1.90649, 0.97734, -2.15580)
C (3.62749, 0.30692, -1.65225)
C (4.77869, 0.79460, -2.26241)
C (6.01123, 0.26279, -1.91883)
C (6.08730, -0.74943, -0.96999)
C (4.93633, -1.23008, -0.36331)
C (3.69763, -0.70355, -0.70344)
C (1.49811, 0.37791, -3.91818)
C (1.98366, 1.02635, -5.04457)
C (1.68392, 0.52007, -6.30107)
C (0.90976, -0.62513, -6.42087)
C (0.42754, -1.26804, -5.28838)
C (0.71952, -0.76857, -4.02904)
C (1.96707, 2.88021, -2.05040)
C (2.69703, 3.43605, -1.00337)
C (2.71846, 4.81208, -0.83910)
C (2.02072, 5.62388, -1.72295)
C (1.29881, 5.06477, -2.76864)
C (1.26698, 3.68904, -2.93689)
H (4.72056, 1.59061, -2.99660)
H (6.91139, 0.63736, -2.38802)
H (7.05080, -1.16392, -0.70316)
H (4.99953, -2.01707, 0.37660)
H (2.78986, -1.06789, -0.23794)
H (2.57712, 1.92921, -4.95338)
H (2.04781, 1.02744, -7.18472)
H (0.67693, -1.01627, -7.40262)
H (-0.18697, -2.15321, -5.38353)
H (0.32401, -1.25308, -3.14295)
H (3.24140, 2.80236, -0.31273)
H (3.27673, 5.24763, -0.02097)
H (2.03568, 6.69829, -1.59352)
H (0.74612, 5.69823, -3.44936)
H (0.67641, 3.25116, -3.73081)